{"formula": "C8H10ClFN2O", "method": "the ωB97M-V functional and the def2-TZVPD basis", "elements": ["C", "C", "C", "C", "C", "C", "C", "C", "H", "H", "H", "H", "H", "H", "H", "H", "H", "H", "N", "N", "O", "F", "Cl"], "positions_angstrom": [[2.34116, -0.84143, 2.13734], [0.70893, -0.18886, 0.54388], [-0.47546, -1.81788, -0.18876], [-1.30988, 0.20680, -0.63976], [-2.25360, 1.03981, -1.39866], [-0.23407, 0.81884, 0.09500], [-0.19983, 2.25171, 0.32620], [0.62481, 2.76176, -0.79479], [2.24123, -1.86166, 1.46125], [3.65435, -0.37685, 2.06127], [1.62258, -0.95275, 3.22646], [-3.09059, 0.39290, -1.85879], [-1.72527, 1.65201, -2.23546], [-2.98276, 1.74795, -0.93407], [0.37049, 2.48289, 1.35078], [-1.18778, 2.76155, 0.31145], [1.63630, 2.04817, -0.77119], [0.31451, 2.82560, -1.87628], [0.70380, -1.42807, 0.41280], [-1.42861, -1.16579, -0.70315], [1.77267, 0.20671, 1.43734], [0.83785, 4.22135, -0.60516], [-0.74787, -3.38783, -0.30811]], "multiplicity": 1, "e_lumo_ev": 0.1447, "homo_lumo_gap_ev": 9.56, "homo_ev": -9.41}

{"formula": "C22H35Al2Be2BrFNO18P2S2", "method": "the ωB97M-V functional and the def2-TZVPD basis", "elements": ["C", "C", "O", "C", "C", "O", "C", "P", "S", "C", "C", "C", "C", "C", "C", "C", "C", "O", "C", "C", "O", "O", "C", "N", "H", "H", "H", "H", "H", "H", "H", "H", "H", "H", "H", "H", "H", "H", "H", "H", "H", "H", "H", "H", "H", "H", "H", "H", "H", "H", "H", "H", "H", "H", "H", "H", "O", "S", "O", "O", "O", "Be", "Be", "F", "Br", "Al", "O", "H", "C", "C", "C", "O", "C", "C", "C", "O", "O", "O", "H", "H", "Al", "O", "P", "O", "O", "O"], "positions_angstrom": [[2.27983, -3.16115, 2.10838], [1.73034, -1.75234, 1.98148], [2.68444, -0.79782, 1.55732], [3.16106, -0.66863, 0.20352], [2.74642, 0.68212, -0.56378], [1.95718, 1.50093, 0.24714], [1.18618, 2.50412, -0.42165], [-0.52792, 2.35472, 0.31191], [-0.22412, 0.17601, 0.18142], [-0.62614, 2.37808, 2.12278], [-1.73121, 1.49146, 2.69302], [-3.19439, 1.89807, 2.37688], [-4.13808, 0.74456, 2.70422], [-3.98671, -0.55497, 1.86723], [-5.31984, -1.01235, 1.18641], [-5.19213, -1.66965, -0.20603], [-4.52238, -0.81524, -1.28665], [-3.68757, -1.66136, -2.05494], [-3.05461, -1.05285, -3.09700], [-3.60412, 0.18522, -3.79799], [-2.05109, -1.56543, -3.51701], [-0.72705, 4.14356, 0.31222], [-0.99111, 4.56119, -0.86982], [-1.19822, 4.87500, -1.96409], [2.32440, -3.65827, 1.14059], [3.26418, -3.20767, 2.59071], [1.54189, -3.76958, 2.68600], [0.79939, -1.82253, 1.37149], [1.39402, -1.42062, 2.96278], [2.85922, -1.57159, -0.36643], [4.24325, -0.65474, 0.30274], [3.62353, 1.15417, -0.99655], [2.11151, 0.36112, -1.40555], [1.58165, 3.48307, -0.16017], [1.13137, 2.43140, -1.51042], [-1.71196, 2.33085, -0.59057], [-1.31399, -0.59614, 0.68516], [-0.79373, 3.40677, 2.42603], [0.35109, 2.09303, 2.51264], [-1.64946, 1.59914, 3.77826], [-1.58232, 0.43077, 2.49241], [-3.42384, 2.67625, 3.10520], [-3.36301, 2.34468, 1.39436], [-5.17695, 1.04398, 2.61458], [-3.93275, 0.53841, 3.79031], [-3.59481, -1.36315, 2.45524], [-3.24904, -0.37872, 1.08148], [-6.02348, -0.18095, 1.14509], [-5.73939, -1.78355, 1.82984], [-4.64417, -2.60905, -0.15863], [-6.19908, -1.89199, -0.54962], [-3.94664, 0.01922, -0.81308], [-5.30814, -0.37084, -1.89829], [-2.87705, 0.48534, -4.53993], [-4.57797, -0.03953, -4.26114], [-3.75464, 1.04914, -3.14899], [7.33861, -3.63175, 2.55854], [6.07212, -2.95329, 2.26542], [6.31567, -1.50504, 2.16649], [5.08839, -3.22399, 3.32495], [5.54771, -3.43574, 0.97365], [-3.16749, -0.52971, 5.19624], [0.40833, -2.13125, -0.16884], [-4.73970, 1.43338, 5.82882], [-2.31464, -2.81595, 4.46062], [-2.12598, 0.67405, -1.11140], [-5.88128, -0.96558, -5.63181], [-5.64096, -1.72429, -5.07507], [5.31616, 3.73756, -3.36913], [4.63589, 2.51368, -3.66499], [5.52319, 1.40933, -4.19513], [5.13002, 0.29072, -4.42774], [6.92369, 1.73044, -4.43881], [7.60459, 2.96425, -4.15432], [6.73541, 4.03360, -3.52244], [7.15543, 5.10226, -3.15274], [8.76877, 3.19474, -4.36991], [3.44935, 2.29895, -3.52417], [4.74411, 4.57220, -2.97429], [7.48462, 0.91285, -4.88390], [1.71014, -4.27761, 4.64501], [-2.21637, -5.04049, 0.39199], [-1.11061, -4.17922, 0.93404], [0.12800, -4.29238, -0.05395], [-0.70269, -4.65380, 2.32874], [-1.58219, -2.68420, 0.98521]], "multiplicity": 1, "e_lumo_ev": -5.9428, "homo_lumo_gap_ev": 1.16, "homo_ev": -7.10}

{"formula": "H13O6", "method": "the ωB97M-V functional and the def2-TZVPD basis", "elements": ["O", "H", "H", "H", "O", "H", "H", "O", "H", "H", "O", "H", "H", "O", "H", "H", "O", "H", "H"], "positions_angstrom": [[0.45912, -0.09775, 0.44665], [0.47959, 0.80720, 0.02527], [-0.17162, -0.74073, -0.15555], [-0.14434, 0.14030, 1.20484], [-1.44030, 0.63011, 2.49121], [-1.61502, 1.16963, 3.22033], [-2.21490, 0.18316, 2.35105], [1.86035, -2.15941, -1.45135], [1.71469, -3.04971, -1.54534], [2.43409, -2.17644, -0.65952], [1.85301, 2.07583, -0.52465], [2.32048, 2.17099, 0.24904], [2.40271, 1.63617, -1.09436], [-1.34289, -1.88635, -0.45543], [-1.47545, -2.12660, -1.30917], [-1.43836, -2.71310, 0.07142], [-1.31700, 1.96781, -0.63583], [-0.98640, 2.83766, -0.75450], [-1.37775, 1.33122, -1.47413]], "multiplicity": 1, "e_lumo_ev": -3.2138, "homo_lumo_gap_ev": 11.98, "relative_energy_kj_mol": 175.0, "homo_ev": -15.19, "charge": 1}

{"formula": "CH3BrI2Si", "method": "the ωB97M-V functional and the def2-TZVPD basis", "elements": ["C", "Si", "Br", "I", "I", "H", "H", "H"], "positions_angstrom": [[-0.28305, 0.70826, 0.49251], [-0.14172, -0.79250, -0.65837], [-1.89280, 1.76160, -0.01850], [-1.64975, -2.68673, 0.10113], [3.89219, -0.46525, 0.05915], [0.48866, 1.35185, 0.45971], [-0.70528, 0.52922, 1.52990], [0.29175, -0.40645, -1.96553]], "multiplicity": 1, "e_lumo_ev": [-1.9025, -3.0672], "homo_lumo_gap_ev": [7.43, 4.85], "relative_energy_kj_mol": 462.5, "homo_ev": [-9.33, -7.92]}

{"formula": "C43H57BCl2GdN5O2P2SSe3Te", "method": "the ωB97M-V functional and the def2-TZVPD basis", "elements": ["Gd", "O", "C", "C", "C", "C", "C", "C", "C", "O", "N", "N", "C", "C", "C", "C", "C", "C", "N", "H", "H", "H", "H", "H", "H", "H", "H", "H", "H", "C", "C", "C", "C", "P", "C", "N", "B", "N", "C", "P", "C", "C", "C", "C", "C", "C", "C", "C", "C", "C", "C", "C", "C", "C", "C", "C", "C", "C", "H", "H", "H", "H", "H", "H", "H", "H", "H", "H", "H", "H", "H", "H", "H", "H", "H", "H", "H", "H", "H", "H", "H", "H", "H", "H", "H", "H", "H", "H", "H", "H", "H", "H", "H", "H", "H", "H", "H", "H", "H", "H", "H", "H", "Se", "Se", "Te", "Se", "Cl", "C", "C", "C", "C", "C", "Cl", "C", "S", "H", "H", "H"], "positions_angstrom": [[3.41395, 0.90051, 0.38210], [0.03398, 4.78216, 2.45046], [0.46917, 4.29250, 3.61207], [-0.24596, 4.62621, 4.75505], [0.04382, 4.04847, 5.99742], [1.11356, 3.16354, 6.15676], [1.75238, 2.73310, 5.00664], [1.39717, 3.22587, 3.74736], [1.81590, 2.50264, 2.54934], [2.73967, 1.54624, 2.46396], [1.27791, 2.98867, 1.42885], [1.58004, 2.28405, 0.34078], [0.83599, 2.83289, -0.67632], [0.25731, 2.30617, -1.84175], [-0.24266, 3.18422, -2.94104], [-0.22733, 2.66376, -4.21289], [0.75313, 1.65579, -4.41630], [1.01762, 0.83557, -3.40284], [0.22022, 0.94111, -2.20531], [0.39202, 4.08277, 1.71692], [-0.97852, 5.42013, 4.53605], [-0.39512, 4.45732, 6.88243], [1.46590, 2.90635, 7.16053], [2.39446, 1.85694, 5.01807], [0.57764, 3.80896, -0.53012], [-0.74102, 4.13016, -2.70717], [-0.63443, 3.19876, -5.07106], [1.31947, 1.66473, -5.34485], [1.81670, 0.11023, -3.39341], [0.10737, -2.66067, -0.64090], [0.88054, -3.49745, -1.63106], [0.02406, -4.70014, -2.04752], [2.18951, -4.02119, -0.96572], [1.31067, -2.14751, -2.89478], [-0.38328, -1.75961, -3.67866], [-1.21649, -0.94473, -2.90248], [-1.02700, 0.27698, -2.16547], [-2.17887, 0.43488, -1.39047], [-2.73408, 1.58950, -0.74833], [-2.14166, 2.13803, 0.94879], [-2.04316, 0.58287, 1.96497], [-3.08671, -0.55874, 1.75553], [-0.61807, -0.09784, 1.68903], [-1.95575, 0.99632, 3.46270], [-3.76788, 3.11519, 1.39061], [-5.05617, 2.30720, 1.59935], [-4.04040, 4.19969, 0.35904], [-3.33453, 3.67787, 2.75226], [-3.08841, -0.59618, -1.69749], [-4.38780, -0.76353, -1.32455], [-5.10781, -1.81369, -1.88137], [-4.49565, -2.65376, -2.80651], [-3.15827, -2.56501, -3.11277], [-2.48600, -1.44795, -2.63049], [2.25507, -2.85980, -4.36323], [3.68566, -3.24614, -4.04134], [1.51542, -4.10234, -4.86177], [2.27964, -1.78615, -5.46290], [0.32620, -2.98595, 0.40711], [-0.97298, -2.55891, -0.92317], [0.44047, -1.64378, -0.55484], [0.49853, -5.46646, -2.67268], [-0.89212, -4.37628, -2.56211], [-0.33997, -5.24094, -1.12230], [1.93865, -4.49841, -0.03278], [2.88690, -3.21325, -0.66129], [2.72923, -4.66489, -1.67627], [-0.90937, -2.67892, -3.92518], [-0.19557, -1.30364, -4.72528], [-3.82572, 1.51263, -0.60860], [-2.69773, 2.48544, -1.42539], [-3.11631, -0.93793, 0.76833], [-4.11807, -0.24907, 2.07017], [-2.93094, -1.44067, 2.38985], [-0.37170, -0.23057, 0.71447], [-0.61892, -1.03312, 2.22169], [0.16749, 0.48036, 2.16758], [-2.94356, 1.10928, 4.00957], [-1.36538, 1.85258, 3.71701], [-1.53832, 0.17748, 4.04998], [-5.42807, 1.88208, 0.66505], [-5.78504, 2.99117, 2.00769], [-4.88580, 1.46416, 2.33281], [-4.24733, 3.79147, -0.63634], [-3.16260, 4.78035, 0.14369], [-4.86978, 4.85560, 0.60313], [-3.50215, 2.96328, 3.56814], [-3.78250, 4.62172, 3.00747], [-2.27825, 3.90517, 2.86216], [-4.87247, -0.16904, -0.56633], [-6.11883, -2.08951, -1.53095], [-5.06595, -3.43329, -3.29280], [-2.63036, -3.31222, -3.77024], [4.12430, -3.82564, -4.88858], [4.33842, -2.32431, -3.99168], [3.80857, -3.77740, -3.05706], [1.61437, -4.90673, -4.11936], [1.87518, -4.38231, -5.84176], [0.44378, -3.99111, -5.15565], [2.86519, -2.17587, -6.28080], [1.31746, -1.55942, -5.92790], [2.74207, -0.88692, -5.07881], [5.37424, 3.18398, 0.16937], [4.25613, 2.77556, -1.80386], [5.44610, 0.84420, -3.17206], [5.23294, -0.82125, -1.37894], [1.25906, -3.14982, 3.91568], [2.95732, -2.56878, 4.13397], [3.49605, -2.77669, 5.34353], [4.81214, -2.41740, 5.64964], [5.48802, -1.73835, 4.63726], [4.84018, -1.40639, 3.44176], [5.81709, -0.52430, 2.28904], [3.57481, -1.84636, 3.07005], [2.79342, -1.64055, 1.53154], [2.99419, -3.44033, 6.07099], [5.29829, -2.81667, 6.57220], [6.54607, -1.41897, 4.71582]], "multiplicity": 8, "e_lumo_ev": [3.2351, 3.8173], "homo_lumo_gap_ev": [5.06, 5.70], "homo_ev": [-1.82, -1.88], "charge": -2}

{"formula": "CH4O2", "method": "the ωB97M-V functional and the def2-TZVPD basis", "elements": ["C", "O", "H", "H", "O", "H", "H"], "positions_angstrom": [[-1.50316, 0.25205, 0.02525], [-2.48061, -0.42620, -0.14420], [-0.58725, -0.25695, 0.29362], [-1.35279, 1.30641, -0.36185], [1.71388, -0.14870, -0.19646], [2.35219, 0.38422, 0.30157], [1.85774, -1.11083, 0.08207]], "smiles": "C=O.O", "multiplicity": 1, "e_lumo_ev": 0.6101, "homo_lumo_gap_ev": 10.40, "relative_energy_kj_mol": 35.4, "homo_ev": -9.79}

Let's list total energy in order: -1055.4879, -6934.8517, -458.9517, -3498.7348, -12361.2854, -190.9369 a.u..